Entry 1:
ORCA calculation (the ωB97M-V functional and the def2-TZVPD basis) on a structure of composition C27H35ClN3O4RuS2.

For the highest occupied orbital energy (spin up / spin down), the calculation gives -14.4 / -14.5 eV. For the HOMO-LUMO gap (spin up / spin down), the calculation gives 8.10 / 7.86 eV. As for the energy above the lowest of the compared OMol25 structures with the same formula, charge and spin: 1.6455 eV. As for the multiplicity: 2. The total charge is +2.

```
73
Properties=species:S:1:pos:R:3:lowdin_charge:R:1
Ru -0.21894 0.04099 0.98420 1.1713
O 0.96643 -1.88829 1.54071 -0.1543
C 2.15297 -1.89858 2.38546 -0.1798
C 3.36963 -1.34209 1.66826 -0.1355
C 3.08196 -0.05229 0.89328 -0.1322
C 2.47953 1.10683 1.63709 -0.2232
C 3.25824 1.84498 2.51627 0.0189
C 2.75434 2.98051 3.12033 -0.0030
C 1.46488 3.38474 2.80439 -0.0170
C 0.72025 2.59887 1.95673 -0.1155
N 1.19795 1.46939 1.39734 -0.0243
H 1.20902 -2.24560 0.67441 0.0897
H 2.32245 -2.91916 2.72763 0.1352
H 1.89038 -1.29024 3.24064 0.0983
H 3.74096 -2.06617 0.93675 0.1229
H 4.16509 -1.21716 2.40604 0.1290
H 2.41427 -0.31368 0.08368 0.0523
H 3.99960 0.30609 0.42128 0.1363
H 4.27600 1.52572 2.69718 0.1355
H 3.36124 3.55386 3.80803 0.1289
H 1.03286 4.28404 3.21844 0.1235
H -0.29812 2.84645 1.69478 0.0894
O 0.54215 -0.82071 -0.81265 -0.6883
S 0.77426 -0.03103 -2.13258 1.0486
C 2.48705 -0.24944 -2.51833 -0.4032
C 3.06266 -1.51217 -2.61044 -0.0569
C 4.41752 -1.60424 -2.86997 -0.0414
C 5.17467 -0.44799 -3.04608 -0.0384
C 4.58609 0.80436 -2.96267 -0.0484
C 3.22824 0.91130 -2.69009 -0.0772
C -0.03461 -1.03367 -3.35201 -0.3881
C -0.34747 -2.36210 -3.10658 -0.0861
C -0.94841 -3.09695 -4.11733 -0.0487
C -1.22406 -2.50397 -5.34293 -0.0433
C -0.91174 -1.16999 -5.56777 -0.0444
C -0.31695 -0.41988 -4.56498 -0.0653
H 2.45886 -2.40462 -2.50253 0.1176
H 4.88612 -2.57527 -2.95509 0.1202
H 6.23196 -0.53030 -3.25965 0.1208
H 5.17815 1.69695 -3.11093 0.1195
H 2.75297 1.88177 -2.61455 0.1159
H -0.13065 -2.81020 -2.14604 0.1063
H -1.19771 -4.13607 -3.95012 0.1179
H -1.68919 -3.08581 -6.12706 0.1198
H -1.13660 -0.71062 -6.52032 0.1206
H -0.07812 0.62454 -4.72635 0.1206
Cl -3.36149 0.06638 4.75459 0.6315
C -1.65813 0.56629 4.83614 -0.4539
C -0.96324 0.32209 3.52547 -0.6704
O -1.53441 0.70157 2.43635 -0.2104
O 0.14481 -0.21121 3.44337 0.0053
H -1.16271 0.01112 5.62548 0.0938
H -1.63215 1.63117 5.06337 0.0947
C -4.78676 -0.94758 -0.04012 -0.0066
N -3.44702 -0.46754 0.32242 -0.1766
C -2.42273 -1.50044 0.33735 -0.0407
C -3.11589 0.83106 0.30055 -0.6145
S -1.54942 1.31020 -0.37927 0.7674
N -3.95790 1.75470 0.70973 -0.1513
C -5.05547 1.44434 1.63621 -0.0104
C -3.73001 3.18817 0.50044 -0.0341
H -4.67279 -1.68064 -0.83911 0.1078
H -5.38509 -0.12815 -0.42314 0.0965
H -5.29431 -1.41444 0.80332 0.1072
H -2.87020 -2.41362 0.72771 0.1273
H -1.63774 -1.29104 1.08828 0.0426
H -1.99596 -1.68971 -0.64887 0.0892
H -4.83130 0.52493 2.16897 0.0700
H -6.01287 1.37016 1.12339 0.1052
H -5.10664 2.25874 2.35570 0.1071
H -3.18741 3.36845 -0.41994 0.0653
H -3.17756 3.59929 1.34628 0.1061
H -4.70176 3.67263 0.43947 0.1073
```

=====

Entry 2:
ORCA calculation (the ωB97M-V functional and the def2-TZVPD basis) on a structure of composition C27H35ClN4P2Ru in a non-equilibrium geometry.

For the highest occupied orbital energy (spin up / spin down), the calculation gives -12.4 / -12.4 eV. For the HOMO-LUMO gap (spin up / spin down), the calculation gives 4.97 / 2.86 eV. As for the energy above the lowest of the compared OMol25 structures with the same formula, charge and spin: 0.1862 eV. As for the multiplicity: 5. The total charge is +2.

```
70
Properties=species:S:1:pos:R:3:nbo_charge:R:1
Ru 3.25067 -0.58543 1.89784 0.8600
C 4.56774 -1.58605 0.36151 -0.1462
C 3.70233 -0.66925 -0.25643 -0.2985
C 2.39939 -1.07711 -0.93162 -0.4483
C 1.15770 -1.05538 -0.02466 -0.5068
C 1.33085 -1.48619 1.39737 -0.2046
C 2.20246 -2.49052 1.81651 -0.2336
C 2.89345 -3.46224 0.90064 -0.4566
C 4.33637 -3.06905 0.45845 -0.4614
C 4.46959 -1.49341 3.23512 -0.6726
H 5.60594 -1.28357 0.54599 0.2608
H 4.13867 0.29116 -0.56373 0.2773
H 2.45868 -2.06200 -1.42810 0.2380
H 2.21888 -0.33292 -1.72362 0.2618
H 0.83788 -0.00374 0.00154 0.2359
H 0.33093 -1.59826 -0.51072 0.2809
H 0.58804 -1.15308 2.12870 0.2482
H 2.09649 -2.77066 2.87403 0.2559
H 2.28299 -3.66769 0.00741 0.2395
H 2.93688 -4.41622 1.45649 0.2654
H 5.04089 -3.49715 1.18438 0.2418
H 4.57654 -3.53801 -0.50498 0.2724
H 5.30045 -2.07482 2.78716 0.2251
H 3.90028 -2.23458 3.82859 0.2149
H 4.92410 -0.77679 3.93981 0.2645
P -1.35542 0.36670 1.40229 1.2259
P 0.07176 1.41239 -1.94884 1.2176
N -2.27948 -1.10856 1.66702 -0.6741
N -2.42197 1.38658 2.38836 -0.6830
N -0.69885 0.43556 -3.22373 -0.6627
N 0.10207 2.91758 -2.88859 -0.6631
C -2.11698 0.67263 -0.25841 -0.7584
C -1.45307 1.85310 -0.98967 -0.7619
C -1.90261 -2.05954 2.62710 -0.0736
C -2.94706 -2.95261 2.79410 -0.2596
C -4.01025 -2.53754 1.93398 -0.2319
C -3.58166 -1.40536 1.26569 -0.1015
C -1.95535 2.17557 3.44676 0.2178
C -3.01052 2.92700 3.94475 -0.1957
C -4.17221 2.60069 3.16763 -0.2069
C -3.79862 1.61459 2.26586 0.2075
C -0.04941 -0.60812 -3.89761 -0.0751
C -0.96189 -1.27958 -4.69206 -0.2643
C -2.23810 -0.66588 -4.48964 -0.2625
C -2.03800 0.41793 -3.63747 -0.1016
C -0.58439 3.29687 -4.05195 -0.0730
C -0.39534 4.65913 -4.26203 -0.2706
C 0.37615 5.16100 -3.15654 -0.2696
C 0.64599 4.08754 -2.31791 -0.0907
H -3.17967 0.91460 -0.12326 0.2379
H -2.07616 -0.25796 -0.84631 0.2782
H -2.17041 2.30467 -1.69147 0.2651
H -1.16768 2.64868 -0.27921 0.2377
H -0.92130 -1.99236 3.08670 0.2046
H -2.94408 -3.79798 3.47268 0.2516
H -4.98314 -3.00253 1.82334 0.2532
H -4.09787 -0.79919 0.53097 0.2145
H -0.91970 2.10046 3.74232 0.2502
H -2.97533 3.61466 4.77848 0.2772
H -5.15807 3.03545 3.25207 0.2783
H -4.41662 1.04490 1.58612 0.2555
H 1.00838 -0.74257 -3.77564 0.2115
H -0.76656 -2.11371 -5.35527 0.2439
H -3.18517 -0.99359 -4.89401 0.2448
H -2.71224 1.21883 -3.37614 0.2178
H -1.16173 2.58423 -4.61978 0.2291
H -0.77662 5.23133 -5.09326 0.2438
H 0.67282 6.18948 -2.99482 0.2401
H 1.15704 4.03679 -1.36584 0.2044
Cl 4.00111 1.50110 2.17553 -0.2424
```

=====

Entry 3:
ORCA calculation (the ωB97M-V functional and the def2-TZVPD basis) on the ion C27H35N2O7 with charge +1.

For the highest occupied orbital energy, the calculation gives -10.2 eV. For the HOMO-LUMO gap, the calculation gives 8.18 eV. As for the energy above the lowest of the compared OMol25 structures with the same formula, charge and spin: 0.3036 eV. The total charge is +1.

```
71
Properties=species:S:1:pos:R:3:nbo_charge:R:1
C 7.31175 1.97348 0.16956 -0.6374
C 6.47946 1.24809 1.21306 -0.0786
H 6.98900 0.35557 1.57791 0.2062
H 6.23810 1.91247 2.04716 0.2074
O 5.24945 0.75679 0.64026 -0.4792
C 4.23540 1.56923 0.57347 0.8099
O 4.17614 2.70642 0.98767 -0.6203
C 3.00625 0.95921 -0.11798 -0.1797
N 1.93618 1.97619 0.03890 -0.5432
H 2.42006 2.80855 0.44783 0.4677
C 0.75146 1.55597 0.81952 -0.1399
C -0.00272 2.78696 1.31005 -0.6255
H -0.29515 3.41493 0.47089 0.2319
H -0.90667 2.49544 1.83806 0.2405
H 0.61537 3.36775 1.99105 0.2326
H 1.06753 0.92204 1.64458 0.2602
C -0.10650 0.82375 -0.24211 0.6980
O 0.03518 1.23068 -1.39269 -0.6649
N -0.94505 -0.14297 0.10457 -0.3977
C -1.04918 -0.72812 1.43472 -0.1371
C -2.36340 -1.50580 1.61586 -0.4210
C -3.49482 -0.80283 0.92717 -0.0595
C -4.72525 -0.55916 1.50312 -0.2231
C -5.74992 0.06974 0.79697 0.2821
C -5.51108 0.47490 -0.53653 0.2447
C -4.26169 0.23671 -1.09846 -0.2882
C -3.26559 -0.40431 -0.38176 0.0162
C -1.88098 -0.65229 -0.90044 -0.2626
H -1.69391 -1.72147 -1.04267 0.2094
H -1.68891 -0.12693 -1.83520 0.2558
H -4.05525 0.54669 -2.10972 0.2222
O -6.52009 1.09887 -1.21031 -0.5009
C -6.32544 1.46329 -2.55628 -0.2525
H -5.53098 2.20861 -2.66183 0.1771
H -6.10093 0.59348 -3.18082 0.1803
H -7.27025 1.90009 -2.87493 0.2099
O -6.88360 0.23144 1.51559 -0.4879
C -8.07428 0.74043 0.94853 -0.2419
H -8.41183 0.13201 0.10809 0.1849
H -7.95809 1.77599 0.62540 0.1869
H -8.80876 0.68978 1.75150 0.1962
H -4.93624 -0.85853 2.51708 0.2281
H -2.25288 -2.50303 1.18256 0.2335
H -2.56257 -1.62856 2.67908 0.2435
H -1.01624 0.07661 2.18045 0.2309
C 0.18838 -1.60934 1.68299 0.8198
O 1.31073 -1.21601 1.47428 -0.6310
O -0.09073 -2.80227 2.15221 -0.6559
H 0.71320 -3.33620 2.28195 0.5174
H 1.50464 2.17879 -0.89911 0.4727
C 3.27768 0.65236 -1.59820 -0.4092
H 2.32280 0.65962 -2.12758 0.2376
H 3.91789 1.42149 -2.03512 0.2238
C 3.92149 -0.72589 -1.77783 -0.4153
C 3.02553 -1.83572 -1.29285 -0.0533
C 1.79688 -2.06764 -1.90117 -0.1647
C 0.98336 -3.10041 -1.47283 -0.2335
C 1.38594 -3.91849 -0.42995 -0.2207
C 2.60543 -3.69171 0.18495 -0.2160
C 3.41681 -2.65462 -0.24254 -0.1922
H 4.36870 -2.48609 0.23928 0.2152
H 2.93526 -4.33020 0.99214 0.2170
H 0.75528 -4.73530 -0.10956 0.2196
H 0.04088 -3.28281 -1.96825 0.2174
H 1.47960 -1.44883 -2.72791 0.2076
H 4.12524 -0.86868 -2.84114 0.2346
H 4.87109 -0.76047 -1.24410 0.2256
H 2.71792 0.03051 0.38579 0.2928
H 7.50742 1.32429 -0.68024 0.2182
H 6.79665 2.86723 -0.17463 0.2209
H 8.25882 2.26824 0.61043 0.2366
```

=====

Entry 4:
ORCA calculation (the ωB97M-V functional and the def2-TZVPD basis) on a structure of composition C27H35N3O3S2 in a non-equilibrium geometry.

For the highest occupied orbital energy, the calculation gives -6.6 eV. For the HOMO-LUMO gap, the calculation gives 6.42 eV. As for the energy above the lowest of the compared OMol25 structures with the same formula, charge and spin: 24.6643 eV.

```
70
Properties=species:S:1:pos:R:3:nbo_charge:R:1
C -7.63821 -3.47195 -0.09799 -0.6102
C -6.77077 -2.97243 1.02744 -0.0864
H -6.32213 -3.69748 1.56540 0.1784
H -7.53252 -2.41545 1.65383 0.1934
O -5.79409 -2.32279 0.49433 -0.4882
C -6.13041 -0.94677 0.43964 0.8066
O -7.28159 -0.50205 0.66539 -0.6435
C -4.92709 -0.07203 -0.13907 -0.2815
C -5.06555 1.30332 -0.33890 0.0348
N -6.12907 1.95278 -0.14747 -0.6753
C -6.25417 3.54483 -0.34676 0.7128
O -5.29046 4.04069 -0.77278 -0.4766
C -7.53293 3.78405 -0.31179 -0.7177
H -7.48204 5.11137 -0.40251 0.2236
H -7.90137 3.82928 0.70094 0.2768
H -8.34177 3.44461 -0.72970 0.2706
H -6.95030 1.28148 0.17634 0.4482
S -3.56983 1.97555 -0.59622 0.5789
C -2.63072 0.58669 -0.65662 -0.3939
C -3.60624 -0.49560 -0.11649 0.1114
C -3.05282 -1.91802 -0.14521 -0.4558
C -1.95628 -2.02089 -0.86255 -0.3756
C -0.85880 -0.85400 -0.95684 -0.0764
C -1.39485 0.34019 -0.64632 -0.0739
S -0.35893 1.93641 -1.11142 0.1417
C 0.92496 1.56210 0.40280 -0.0875
C 1.92968 2.23161 0.42519 -0.1993
C 2.89825 2.49684 1.40286 -0.1377
C 2.65712 1.34349 2.54175 -0.1920
C 1.68894 0.47691 2.48901 -0.2457
C 0.71174 0.70821 1.36964 -0.1746
H -0.17768 -0.09745 1.29901 0.2320
H 1.57710 -0.18629 3.21632 0.2088
H 3.45358 1.18229 3.19221 0.1920
H 3.66657 2.94996 1.44269 0.1599
H 2.05184 3.35600 -0.31850 0.1831
C 0.53570 -1.28157 -1.51731 0.0830
N 1.43756 -0.41178 -1.15202 -0.3895
C 2.73349 -0.78767 -1.78454 -0.2404
C 3.64439 -0.22232 -0.66153 -0.3302
H 3.80942 0.65961 -0.54623 0.1802
H 3.31862 -0.65942 0.45896 0.1958
C 5.08527 -0.83302 -1.06579 -0.2053
N 6.10532 -0.25985 -0.22504 -0.4658
C 7.34520 0.09360 -0.96562 -0.1987
C 7.62799 1.18357 -1.82739 -0.6315
H 6.85022 1.02491 -2.59215 0.1874
H 7.33065 1.98905 -1.21376 0.2101
H 8.49428 1.47527 -2.33555 0.2372
H 7.59901 -0.80718 -1.41062 0.1598
H 8.22913 0.22498 -0.16455 0.1743
C 6.26517 -0.63486 1.03491 -0.1873
C 6.79065 0.45762 2.00769 -0.5251
H 7.66083 0.71784 2.01900 0.1679
H 5.99994 1.13876 2.16060 0.2111
H 6.62757 0.07523 3.32061 0.1480
H 6.94674 -1.56755 1.06687 0.1265
H 5.18247 -1.07745 1.40361 0.2021
H 5.29598 -1.79383 -1.00288 0.1668
H 5.53426 -0.52557 -1.83983 0.1788
H 2.89776 -1.99807 -2.02555 0.1531
H 3.02305 -0.35590 -2.66747 0.1992
H 0.74082 -2.34742 -1.63155 0.1865
H -2.38047 -2.24386 -1.93230 0.1938
H -1.29854 -3.15715 -0.73823 0.1971
H -2.62310 -2.08826 1.01699 0.1696
H -3.75874 -2.77458 -0.16739 0.2635
H -8.07233 -2.51423 -0.59579 0.2175
H -7.15767 -4.09011 -0.77969 0.2030
H -8.42981 -4.07424 0.54589 0.2005
```